# 1
Density functional theory data (ωB97M-V/def2-TZVPD) for a structure of composition C14H13CrF9N4O8S2Te.

Calculated values
Relative energy (zero: lowest compared OMol25 entry of this formula, charge and spin) in kcal/mol: 25.5
Electronic energy in eV: -118910.34268
Orbital gap (spin up / spin down) in Eh: 0.235 / 0.282
Strongest force on any atom in eV Å⁻¹: 0.92

Structure (ORCA input):
```
! wB97M-V def2-TZVPD RIJCOSX def2/J DEFGRID3
* xyz -2 5
Te 2.5325 0.5960 -1.6639
Cr -0.0202 1.1015 -0.8772
S -2.3668 3.3447 -0.8878
S -0.3795 3.5158 -2.8401
F -0.5520 6.0589 -3.5438
F -0.6463 -6.5677 4.7590
F -1.1097 -7.5952 2.9123
F 1.4408 5.4537 -2.9617
F -0.0812 5.7579 -1.4519
F -1.0489 4.5042 1.5328
F -2.9986 3.7855 2.1535
F -2.8342 5.6074 0.9903
F -2.6721 -6.5980 4.0257
O -1.0510 -1.1442 -3.9127
O 0.4978 2.9532 -1.7842
O 2.9206 0.5054 0.8388
O 3.0259 0.6042 3.0916
O -0.0028 3.1998 -4.1872
O -1.7457 2.0619 -0.3518
O -3.8072 3.2395 -1.0033
O -0.8423 0.3526 -2.4572
N 1.2177 1.4343 2.0512
N -1.8633 3.4081 -2.5421
N 0.7209 2.0683 0.8849
N -0.3950 -0.7488 -2.9804
C 2.5181 0.8280 1.9833
C 2.8632 -1.4621 -1.3062
C 0.1384 5.2910 -2.6873
C -0.6852 -5.2533 1.5504
C -1.1385 -2.8218 2.8156
C -0.3272 -0.5791 0.1653
C -2.3411 4.3584 1.1234
C -0.4998 -1.6167 0.7744
C -1.3815 -6.4821 3.6242
C -0.7013 -2.8324 1.4816
C -1.3508 -4.0020 3.4972
C 2.3229 0.3076 -3.7779
C -0.4739 -4.0694 0.8672
C -1.1282 -5.2244 2.8658
H 1.7678 1.1475 -4.1946
H 3.0171 -1.5611 -0.2367
H 1.1282 2.0127 2.8737
H -0.1798 2.4661 1.1353
H -0.1331 -4.0837 -0.1591
H 1.3151 2.8514 0.6055
H 1.9784 -2.0038 -1.6338
H -1.6888 -3.9801 4.5259
H 3.3237 0.2707 -4.2070
H -1.3002 -1.8678 3.2980
H 1.7823 -0.6131 -3.9734
H -0.5081 -6.2007 1.0595
H 3.7427 -1.7791 -1.8647
*
```


# 2
Density functional theory data (ωB97M-V/def2-TZVPD) for the molecule C14H13N3O3S at a distorted geometry.

Calculated values
Relative energy (zero: lowest compared OMol25 entry of this formula, charge and spin) in kcal/mol: 51.0
SMILES: CC(C)Sc1ccc2nc3cc(C(=O)O)[nH]n3c(=O)c2c1
Electronic energy in eV: -36175.14803
Orbital gap in Eh: 0.270
Strongest force on any atom in eV Å⁻¹: 3.72

Structure (ORCA input):
```
! wB97M-V def2-TZVPD RIJCOSX def2/J DEFGRID3
* xyz 0 1
S 4.5198 0.0194 1.4060
O 0.3894 0.0725 -2.3202
O -5.3947 0.7729 -2.2653
O -5.7079 2.4139 -0.8123
N -0.5155 3.0137 0.4486
N -2.3292 1.2006 -1.8821
N -1.1295 1.3793 -1.1519
C 1.6466 2.7340 1.4925
C 2.8172 1.9743 1.6671
C 3.4414 -1.4670 1.9205
C 0.1349 0.7926 -1.3164
C 2.5849 -1.3355 3.2331
C -4.8971 1.6828 -1.3705
C -1.4399 2.3773 -0.1683
C 3.1062 0.8373 0.9178
C 4.2211 -2.7703 2.1147
C 2.2920 0.5410 -0.1316
C 1.0894 1.2193 -0.3056
C -3.3951 1.8351 -1.1901
C -2.8672 2.6102 -0.1901
C 0.7165 2.3187 0.5481
H 1.6569 -0.8159 2.9666
H -6.4082 0.9391 -2.3224
H 2.4695 -0.3220 -0.7701
H 4.9739 -2.5635 2.8182
H 2.9111 -1.7374 1.0258
H -2.3912 0.7455 -2.8317
H -3.4643 3.2023 0.5140
H 3.5823 -3.6105 2.3981
H 3.5862 2.3343 2.4640
H 1.4419 3.5353 2.1152
H 3.0794 -0.6673 3.9456
H 2.4345 -2.2902 3.8389
H 4.8369 -2.9798 1.1859
*
```


# 3
Density functional theory data (ωB97M-V/def2-TZVPD) for the molecule C14H13N3O6S at a distorted geometry.

Calculated values
Relative energy (zero: lowest compared OMol25 entry of this formula, charge and spin) in kcal/mol: 0.0
SMILES: COC(=O)Nc1ccccc1C(=O)n1ccc(=O)c(S(N)(=O)=O)c1
Electronic energy in eV: -42318.44671
Orbital gap in Eh: 0.306
Strongest force on any atom in eV Å⁻¹: 5.91

Structure (ORCA input):
```
! wB97M-V def2-TZVPD RIJCOSX def2/J DEFGRID3
* xyz 0 1
S -3.0632 -2.9569 -0.7708
O -3.0583 -4.3700 -0.3793
O -2.2404 -2.7941 -2.0140
O 2.6655 2.9895 -2.1406
O -4.4416 -2.1319 1.7600
O 0.7739 1.0140 2.2232
O 1.8224 4.1972 -0.3853
N -4.6582 -2.6382 -1.1358
N -0.8855 -0.3041 1.3944
N 1.9058 2.0026 -0.2193
C -1.7931 0.1075 2.3979
C 0.4458 0.1554 1.4041
C -2.9825 -0.5879 2.5638
C 2.1913 3.0762 -1.0312
C -2.4852 -1.8671 0.5249
C 2.1346 0.6308 -0.3671
C 3.2853 -1.2394 -1.4129
C 1.4659 -0.2869 0.4567
C 3.0886 0.1262 -1.2450
C -1.3025 -1.2557 0.4153
C 2.6577 -2.1414 -0.5558
C -3.3567 -1.5933 1.6374
C 2.1650 5.4204 -1.0762
C 1.7538 -1.6784 0.3738
H 3.7543 0.7991 -1.8107
H 3.9304 -1.6183 -2.2362
H 2.8338 -3.2242 -0.6562
H 3.2395 5.4767 -1.3386
H -0.7165 -1.4955 -0.4502
H 1.9400 6.2166 -0.3635
H -5.1184 -2.4666 -0.2586
H 1.4549 2.2535 0.6551
H 1.5721 5.5615 -1.9632
H 1.2253 -2.3685 1.0499
H -1.5307 0.8824 3.1426
H -3.6855 -0.3913 3.3886
H -4.9876 -3.4997 -1.5773
*
```


# 4
Density functional theory data (ωB97M-V/def2-TZVPD) for a structure of composition C14H14AsBCl3N4OPtS6.

Calculated values
Relative energy (zero: lowest compared OMol25 entry of this formula, charge and spin) in kcal/mol: 0.0
Electronic energy in eV: -190098.57479
Orbital gap (spin up / spin down) in Eh: 0.230 / 0.173
Strongest force on any atom in eV Å⁻¹: 0.80

Structure (ORCA input):
```
! wB97M-V def2-TZVPD RIJCOSX def2/J DEFGRID3
* xyz -1 5
Pt -0.5955 -0.1752 -1.1894
As -0.5843 0.5225 -4.8371
Cl -4.9249 -2.4948 0.1623
Cl -1.6738 1.8558 0.4011
Cl -6.1202 1.6312 3.4434
S 1.0801 1.7386 -5.3415
S 1.8021 0.3751 -1.7174
S 0.0200 -1.0024 1.2360
S 0.4143 -1.5892 -4.3431
S -1.5364 1.2116 -3.0308
S -0.3700 -2.1860 -2.6414
O -2.6350 -0.8648 -0.6046
N 1.6961 2.7898 -0.4547
N 1.4988 -3.0852 0.2984
N 2.5553 1.2468 0.8104
N 2.7251 -1.3799 0.8501
C -3.1043 0.9685 0.8914
C -3.3543 -0.2955 0.2919
C 1.4568 -1.8291 0.8109
C 1.1159 3.4547 -1.6166
C 3.5633 -2.3613 0.3534
C 2.0381 1.4745 -0.4074
C -3.9260 1.5579 1.8363
C 2.0087 3.3925 0.7503
C 0.3347 -3.9427 0.1439
C 2.8128 -3.4276 0.0133
C 2.5377 2.4279 1.5290
C -4.5322 -0.9198 0.7935
C -5.0626 0.8954 2.2527
C -5.3675 -0.3520 1.7323
B 3.2295 -0.0336 1.4526
H 0.1489 3.0298 -1.8721
H 2.9600 0.0028 2.6379
H 1.7673 3.3330 -2.4784
H 0.1120 -4.4570 1.0785
H 2.8861 2.4655 2.5497
H 1.8065 4.4344 0.9450
H 4.4308 0.0192 1.2463
H -6.2528 -0.8821 2.0587
H 0.5306 -4.6693 -0.6423
H 4.6286 -2.2054 0.2783
H -3.6772 2.5293 2.2436
H -0.5281 -3.3378 -0.1154
H 1.0041 4.5127 -1.3802
H 3.0805 -4.3788 -0.4187
*
```


# 5
Density functional theory data (ωB97M-V/def2-TZVPD) for a structure of composition C14H14AuI2O4RuS at a distorted geometry.

Calculated values
Relative energy (zero: lowest compared OMol25 entry of this formula, charge and spin) in kcal/mol: 0.2
Electronic energy in eV: -56190.38515
Orbital gap (spin up / spin down) in Eh: 0.250 / 0.176
Strongest force on any atom in eV Å⁻¹: 9.40

Structure (ORCA input):
```
! wB97M-V def2-TZVPD RIJCOSX def2/J DEFGRID3
* xyz 4 8
Au -0.5552 -1.4365 0.0687
I 3.8593 -1.3647 -0.3203
I 3.8181 1.3762 -0.2782
Ru -0.1815 1.3298 0.6650
S 0.6896 0.1146 -1.1984
O -1.2944 3.4759 2.5047
O -1.1963 -3.3524 2.4628
O -1.5936 3.1834 -1.2488
O -1.9488 -3.6594 -1.5020
C 0.5601 -1.1439 4.1345
C -0.2191 0.0260 -2.9106
C -1.4204 -3.0099 -0.7058
C 1.0255 0.1466 2.2513
C -0.9290 2.6080 1.8033
C 0.1848 0.0444 4.7398
C -1.0387 2.4044 -0.5874
C 1.1037 1.3124 2.8930
C 0.5403 1.2719 4.2118
C -1.7258 0.0093 -2.7977
C 0.2646 1.2632 -3.6414
C 1.1093 -1.1201 2.8420
C -0.9793 -2.6514 1.5715
C 0.2864 -1.2356 -3.5918
H 1.5487 2.1301 2.3480
H 1.3593 1.2812 -3.6763
H -0.0977 2.1765 -3.1575
H -2.0951 0.8994 -2.2788
H -0.0719 -2.1447 -3.0946
H 1.5479 -1.9416 2.3295
H -0.1142 1.2576 -4.6726
H 1.3836 -1.2479 -3.6181
H -0.2358 0.0173 5.7521
H 0.3583 2.1777 4.7626
H -0.0878 -1.2525 -4.6284
H -2.1395 0.0063 -3.8220
H -2.0846 -0.8860 -2.2787
H 0.3691 -2.0658 4.6689
*
```


# 6
Density functional theory data (ωB97M-V/def2-TZVPD) for a structure of composition C14H14BF9N6OOs at a distorted geometry.

Calculated values
Electronic energy in eV: -53312.62613
Orbital gap (spin up / spin down) in Eh: 0.278 / 0.191
Strongest force on any atom in eV Å⁻¹: 4.89

Structure (ORCA input):
```
! wB97M-V def2-TZVPD RIJCOSX def2/J DEFGRID3
* xyz 2 5
Os 1.4869 0.7359 0.1614
F 0.0719 0.1516 4.6894
F 2.9959 -1.3486 3.8135
F 2.9429 2.7074 2.5751
F 0.5320 -1.3926 3.2146
F 2.0747 2.5244 4.5842
F 4.1453 0.4984 3.7596
F 0.7673 2.7605 2.8264
F 2.6571 0.1888 5.3699
F -0.4407 0.4506 2.5658
O 2.2124 0.2808 1.7963
N 0.3884 -0.8216 -2.1242
N -0.1006 1.6008 -2.1738
N -3.0214 -0.0630 -2.0669
N 0.2251 1.8188 -0.7744
N 0.8143 -0.6907 -0.7671
N -2.1230 -0.1367 -3.1004
C 0.5594 3.7489 -1.8973
C 1.9093 2.1761 3.2785
C -4.0975 -0.9032 -3.8490
C 0.3747 3.2014 -0.6320
C -4.1612 -0.5984 -2.4774
C 1.8505 0.6346 3.0920
C 0.5016 -0.0507 3.4196
C -2.7978 -0.5997 -4.2401
C 1.7629 -1.6830 -0.5291
C 0.2995 2.7164 -2.8088
C 2.0386 -2.3276 -1.7350
C -2.5528 -3.1654 2.3863
C 2.9223 -0.0149 4.0435
C 1.2069 -1.7367 -2.6911
B -0.5526 0.2317 -2.8682
H -3.3517 -3.5696 2.9025
H -4.8744 -1.3045 -4.4515
H 0.3931 2.7046 -3.8788
H -1.6326 -3.2180 2.9872
H 2.7828 -3.0954 -1.8677
H 0.8415 4.7639 -2.1094
H 0.3279 3.6578 0.3484
H 1.1746 -1.8879 -3.7550
H -2.3456 -0.6961 -5.2228
H -5.0005 -0.7872 -1.8364
H -0.1569 0.2813 -4.0336
H -2.7310 -2.1068 2.1457
H -2.3837 -3.7071 1.4457
H 2.0643 -1.9293 0.4842
*
```